Record 1
Molecular formula: C12H36O6
Method: DFT, the ωB97M-V functional and the def2-TZVPD basis

The frontier orbital gap (alpha / beta) comes out at 1.98 / 9.60 eV. For the relative energy (zero: lowest compared OMol25 entry of this formula, charge and spin), the calculation gives 2.205 eV. The value obtained for the HOMO energy (alpha / beta) is 0.63 / -7.03 eV. The calculation puts the LUMO energy (alpha / beta) at 2.61 / 2.57 eV. Its spin multiplicity is 2. Its net charge is -1. The calculation puts the calculated total energy at -25308.5965 eV.

Structure (XYZ):
```
54
C12H36O6 | OMol25 | the ωB97M-V functional and the def2-TZVPD basis
C 0.266 -0.821 0.883
C -1.121 -0.282 0.476
O -0.937 0.617 -0.596
H 0.721 -1.371 0.060
H 0.314 -1.307 1.857
H 1.026 -0.040 0.867
H -1.702 0.182 1.273
H -1.684 -1.188 0.253
H -1.848 0.800 -0.837
C 3.698 -1.294 0.919
C 4.756 -1.976 0.127
O 5.622 -2.538 1.105
H 3.067 -1.853 1.609
H 3.211 -0.619 0.215
H 4.243 -0.582 1.538
H 5.205 -1.276 -0.578
H 4.616 -2.844 -0.518
H 6.236 -3.106 0.634
C -4.887 1.182 0.825
C -5.229 -0.356 0.865
O -5.804 -0.710 2.101
H -5.687 1.745 1.306
H -4.827 1.687 -0.139
H -3.965 1.338 1.385
H -4.454 -0.989 0.432
H -6.026 -0.634 0.176
H -5.793 -1.664 2.213
C 3.107 2.429 -2.741
C 1.894 1.670 -2.211
O 1.575 1.881 -0.844
H 2.901 3.494 -2.630
H 3.184 2.256 -3.814
H 4.063 2.137 -2.306
H 1.983 0.597 -2.382
H 0.928 1.836 -2.688
H 0.771 1.429 -0.579
C -0.071 -2.872 -2.974
C -1.282 -3.480 -3.652
O -1.232 -4.907 -3.661
H 0.789 -3.088 -3.608
H 0.089 -3.352 -2.009
H -0.225 -1.795 -2.898
H -1.347 -3.115 -4.677
H -2.210 -3.149 -3.185
H -1.807 -5.268 -4.339
C -0.467 2.556 3.426
C 0.113 3.980 3.427
O 0.248 4.426 4.801
H 0.154 1.791 3.892
H -0.804 2.229 2.442
H -1.486 2.492 3.808
H -0.500 4.771 2.996
H 1.068 3.924 2.904
H -0.456 5.029 5.051
```

Record 2
Molecular formula: C4H6NO5
Method: DFT, the ωB97M-V functional and the def2-TZVPD basis

The frontier orbital gap comes out at 9.25 eV. For the relative energy (zero: lowest compared OMol25 entry of this formula, charge and spin), the calculation gives 0.000 eV. The value obtained for the HOMO energy is -5.36 eV. The calculation puts the LUMO energy at 3.89 eV. Its net charge is -1. The calculation puts the calculated total energy at -15973.2905 eV.

Structure (XYZ):
```
16
C4H6NO5 | OMol25 | the ωB97M-V functional and the def2-TZVPD basis
C 0.577 1.392 -1.981
C 0.000 0.813 -0.622
O 0.459 1.686 0.415
C 0.319 -0.612 -0.357
O 0.944 -1.312 -1.254
N -0.113 -1.159 0.765
O 0.350 -2.545 0.858
C -0.896 -0.753 1.977
O -1.134 -1.779 2.628
O -1.238 0.407 2.097
H -0.201 1.805 -2.527
H 1.434 2.136 -1.729
H 0.993 0.490 -2.429
H -1.070 0.890 -0.467
H -0.007 1.551 1.300
H -0.418 -3.010 1.327
```

Record 3
Molecular formula: C18H31N2OPPbSi
Method: DFT, the ωB97M-V functional and the def2-TZVPD basis

The frontier orbital gap comes out at 4.38 eV. For the relative energy (zero: lowest compared OMol25 entry of this formula, charge and spin), the calculation gives 0.000 eV. The value obtained for the HOMO energy is -4.54 eV. The calculation puts the LUMO energy at -0.16 eV. The calculation puts the calculated total energy at -46603.9628 eV.

Structure (XYZ):
```
55
C18H31N2OPPbSi | OMol25 | the ωB97M-V functional and the def2-TZVPD basis
Pb -0.277 -0.064 -0.033
Si 1.494 2.257 -0.193
P -1.593 1.065 -1.929
N 1.132 -0.913 -1.259
H -1.625 -1.198 0.411
C -3.091 0.089 -2.193
H -3.618 0.581 -3.035
H -3.710 0.098 -1.277
H -2.817 -0.950 -2.451
C -2.062 2.760 -1.527
H -2.718 3.070 -2.362
H -1.166 3.401 -1.464
H -2.601 2.786 -0.562
C -0.599 1.055 -3.439
H -1.257 1.483 -4.219
H -0.304 0.016 -3.677
H 0.312 1.660 -3.291
C 0.902 3.675 0.949
H 0.908 3.364 2.008
H -0.107 4.020 0.666
H 1.628 4.497 0.809
H 2.892 1.905 0.248
H 1.491 2.783 -1.605
C 2.008 -1.421 -2.073
C 2.852 -3.326 -3.311
C 1.931 -2.813 -2.430
C 3.039 -0.579 -2.621
C 3.942 -1.117 -3.500
C 3.856 -2.485 -3.847
H 2.795 -4.398 -3.590
H 1.117 -3.383 -1.970
H 3.032 0.472 -2.290
H 4.733 -0.471 -3.930
H 4.576 -2.897 -4.539
C -1.891 1.415 2.415
O -1.049 1.601 1.504
C -2.121 0.084 3.084
H -3.097 0.071 3.597
H -1.326 -0.112 3.829
H -2.130 -0.772 2.385
C -2.617 2.624 2.904
H -3.705 2.518 2.749
H -2.227 3.460 2.301
H -2.364 2.775 3.968
C 2.373 -2.221 3.775
C 1.645 -2.957 2.840
C 1.035 -2.259 1.796
N 1.140 -0.919 1.695
C 1.819 -0.215 2.594
C 2.474 -0.825 3.667
H 2.872 -2.736 4.611
H 1.516 -4.049 2.863
H 0.438 -2.743 1.008
H 1.845 0.872 2.409
H 3.030 -0.189 4.357
```

Record 4
Molecular formula: C5H18NO2
Method: DFT, the ωB97M-V functional and the def2-TZVPD basis

The frontier orbital gap (alpha / beta) comes out at 3.87 / 11.46 eV. For the relative energy (zero: lowest compared OMol25 entry of this formula, charge and spin), the calculation gives 2.430 eV. The value obtained for the HOMO energy (alpha / beta) is -2.97 / -10.89 eV. The calculation puts the LUMO energy (alpha / beta) at 0.91 / 0.58 eV. Its spin multiplicity is 2. The calculation puts the calculated total energy at -11057.0047 eV.

Structure (XYZ):
```
26
C5H18NO2 | OMol25 | the ωB97M-V functional and the def2-TZVPD basis
C 0.616 0.999 -1.170
C -0.516 0.163 -0.464
C -1.145 -1.086 -1.137
C -1.316 -0.912 -2.656
C -0.322 -2.286 -1.127
N -0.093 -0.043 1.030
H 1.029 1.843 -0.636
H 0.107 1.148 -2.229
H 1.511 0.421 -1.534
H -1.369 0.974 -0.458
H -2.298 -1.114 -0.817
H -1.862 -1.757 -3.069
H -0.282 -0.898 -3.070
H -1.948 -0.064 -2.814
H -0.855 -3.157 -1.108
H 0.476 -2.255 -0.309
H 0.277 -2.178 -2.079
H 0.568 0.780 1.311
H 0.447 -0.912 1.253
H -0.959 0.149 1.612
H 2.262 0.957 2.813
H 2.602 2.399 2.507
O 2.341 1.609 2.130
H 0.066 1.124 4.536
H 0.306 2.542 3.838
O 0.358 1.555 3.645
```

Record 5
Molecular formula: C4H14NO2
Method: DFT, the ωB97M-V functional and the def2-TZVPD basis

The frontier orbital gap comes out at 10.65 eV. For the relative energy (zero: lowest compared OMol25 entry of this formula, charge and spin), the calculation gives 2.206 eV. The value obtained for the HOMO energy is -15.36 eV. The calculation puts the LUMO energy at -4.71 eV. Its net charge is +1. The calculation puts the calculated total energy at -9952.5547 eV.

Structure (XYZ):
```
21
C4H14NO2 | OMol25 | the ωB97M-V functional and the def2-TZVPD basis
C -1.794 -1.026 -0.127
C -1.307 -0.197 -1.332
C -0.880 1.224 -1.041
C 0.075 1.239 1.288
N 0.193 1.237 0.019
H -1.437 -2.049 -0.196
H -1.484 -0.477 0.769
H -2.878 -1.023 0.025
H -0.666 -0.776 -1.987
H -2.204 0.018 -1.924
H -0.353 1.630 -1.890
H -1.679 1.848 -0.692
H 0.525 0.483 1.937
H -0.631 1.943 1.732
H 0.984 0.667 -0.317
H 1.979 -1.647 1.700
H 1.077 -2.559 2.358
O 1.032 -1.855 1.693
H 3.372 -0.135 -1.168
H 3.309 0.982 -0.117
O 2.767 0.475 -0.730
```

Record 6
Molecular formula: C7H17NO
Method: DFT, the ωB97M-V functional and the def2-TZVPD basis

The frontier orbital gap comes out at 8.94 eV. For the relative energy (zero: lowest compared OMol25 entry of this formula, charge and spin), the calculation gives 2.706 eV. The value obtained for the HOMO energy is -8.05 eV. The calculation puts the LUMO energy at 0.89 eV. The calculation puts the calculated total energy at -11070.4326 eV.

Structure (XYZ):
```
26
C7H17NO | OMol25 | the ωB97M-V functional and the def2-TZVPD basis
C 2.136 0.343 -1.067
C 0.611 0.326 -1.123
C 0.107 0.970 -2.405
N -0.028 0.918 0.036
C -0.388 0.066 1.097
C -1.435 0.709 1.986
C 0.797 -0.429 1.910
C -1.161 -1.467 0.296
O -1.699 -1.530 -1.019
H 2.519 1.348 -1.255
H 2.539 -0.319 -1.835
H 2.513 0.017 -0.103
H 0.190 -0.794 -0.992
H 0.493 0.434 -3.272
H -0.982 0.977 -2.453
H 0.437 2.010 -2.487
H -0.829 1.468 -0.250
H -1.856 -0.041 2.656
H -2.249 1.129 1.396
H -1.001 1.501 2.600
H 1.402 0.415 2.250
H 1.439 -1.088 1.332
H 0.439 -0.974 2.782
H -2.086 -1.463 0.881
H -0.796 -2.455 0.603
H -1.117 -2.073 -1.564
```

Q: What is the relative energy (zero: lowest compared OMol25 entry of this formula, charge and spin) in the fifth record?
A: 2.206 eV

Q: The highest relative energy (zero: lowest compared OMol25 entry of this formula, charge and spin) belongs to which entry?
A: C7H17NO

Q: Which formula does entry 4 have?
A: C5H18NO2